# 1
# C24H25N3O4S2V

A structure of composition C24H25N3O4S2V in a non-equilibrium geometry (ωB97M-V/def2-TZVPD, OMol25).

Summary:
Spin multiplicity = 3
LUMO energy (spin up / spin down) = 2.347 / 2.364 eV
Orbital gap (spin up / spin down) = 3.933 / 5.741 eV
DFT total energy = -3135.16801 hartree
Expectation value of S² = 2.10
Relative energy (zero: lowest compared OMol25 entry of this formula, charge and spin) = 3.3 kJ/mol
Charge = -1
Strongest force on any atom = 3.616 eV/Å

Each line ends with the natural charge from an NBO analysis.
CARTESIAN COORDINATES (ANGSTROEM)
V  -0.160  1.515  1.096  1.081
C  3.977  1.435  2.403  -0.692
C  2.473  1.448  2.392  0.482
O  1.905  1.562  1.244  -0.607
C  1.923  1.372  3.738  -0.286
C  2.672  1.282  4.899  -0.158
C  2.091  1.204  6.178  -0.286
C  0.713  1.433  6.299  -0.200
C  -0.059  1.638  5.181  -0.267
C  0.501  1.441  3.922  0.375
O  -0.440  1.489  2.963  -0.716
H  4.337  1.883  1.464  0.228
H  4.377  0.408  2.442  0.224
H  4.207  2.057  3.255  0.217
H  3.726  1.050  4.756  0.204
H  2.764  0.970  6.998  0.208
H  0.201  1.453  7.260  0.203
H  -1.159  1.776  5.074  0.232
O  -1.873  1.494  0.267  -0.585
N  -2.584  2.670  0.100  -0.010
C  -3.856  2.643  -0.327  0.072
C  -4.572  3.840  -0.480  -0.287
C  -3.975  5.060  -0.352  -0.162
C  -2.581  5.087  0.008  -0.251
C  -1.883  3.862  0.208  0.066
S  -0.125  3.877  0.408  -0.237
H  -4.283  1.679  -0.519  0.246
H  -5.643  3.861  -0.688  0.225
H  -4.558  5.964  -0.389  0.216
H  -1.951  5.989  0.163  0.241
C  2.117  -3.909  0.140  -0.625
C  2.622  -3.181  -1.125  -0.410
C  2.091  -1.727  -1.178  -0.228
N  0.676  -1.569  -1.616  -0.604
C  -0.336  -1.210  -0.800  0.352
S  -0.123  -1.043  0.918  -0.327
N  -1.602  -1.046  -1.288  -0.636
C  -1.982  -0.913  -2.693  0.512
O  -2.704  0.006  -3.064  -0.692
C  -1.521  -1.943  -3.618  -0.225
C  -1.538  -1.598  -4.963  -0.219
C  -1.264  -2.558  -5.917  -0.225
C  -0.829  -3.846  -5.557  -0.315
C  -0.691  -4.173  -4.199  -0.221
C  -1.037  -3.233  -3.252  -0.268
H  2.707  -4.831  0.339  0.199
H  1.044  -4.197  0.041  0.216
H  2.114  -3.222  1.036  0.227
H  2.388  -3.648  -2.086  0.209
H  3.745  -3.124  -1.078  0.193
H  2.733  -1.110  -1.850  0.195
H  2.109  -1.252  -0.168  0.240
H  0.476  -1.652  -2.604  0.433
H  -2.074  -0.298  -0.740  0.436
H  -1.872  -0.600  -5.229  0.225
H  -1.395  -2.342  -6.979  0.192
H  -0.615  -4.581  -6.324  0.190
H  -0.262  -5.112  -3.869  0.197
H  -1.144  -3.528  -2.242  0.204

***

# 2
# C24H25N3O5

The molecule C24H25N3O5 in a non-equilibrium geometry (ωB97M-V/def2-TZVPD, OMol25).

Summary:
LUMO energy = 0.262 eV
SMILES string = CCN(CC)C(=O)C(=O)c1cn(CC(=O)NCc2ccc3c(c2)OCO3)c2ccccc12
Orbital gap = 8.120 eV
DFT total energy = -1470.05861 hartree
Relative energy (zero: lowest compared OMol25 entry of this formula, charge and spin) = 94.7 kJ/mol
Strongest force on any atom = 1.435 eV/Å

Each line ends with the natural charge from an NBO analysis.
CARTESIAN COORDINATES (ANGSTROEM)
C  -4.037  -1.007  2.224  -0.614
H  -2.974  -1.106  2.436  0.208
H  -4.426  -1.983  1.941  0.204
H  -4.542  -0.679  3.129  0.215
C  -4.259  0.009  1.104  -0.225
N  -3.664  -0.437  -0.141  -0.422
C  -2.347  -0.371  -0.412  0.593
O  -1.853  -0.846  -1.423  -0.629
C  -1.448  0.349  0.594  0.507
O  -1.734  1.444  1.056  -0.585
C  -0.212  -0.343  0.873  -0.273
C  0.142  -1.616  0.476  0.102
N  1.387  -1.921  0.906  -0.340
C  1.907  -0.830  1.569  0.118
C  3.151  -0.636  2.160  -0.266
C  3.396  0.589  2.745  -0.205
C  2.432  1.597  2.755  -0.227
C  1.191  1.407  2.187  -0.191
C  0.922  0.183  1.584  0.010
H  0.439  2.179  2.202  0.237
H  2.667  2.542  3.222  0.215
H  4.356  0.771  3.207  0.215
H  3.904  -1.412  2.175  0.214
C  2.124  -3.078  0.464  -0.302
H  1.468  -3.950  0.438  0.239
H  2.962  -3.269  1.135  0.225
C  2.607  -2.778  -0.973  0.667
O  2.213  -3.390  -1.935  -0.601
N  3.465  -1.737  -1.017  -0.614
H  3.681  -1.265  -0.149  0.401
C  3.585  -0.880  -2.187  -0.242
C  2.896  0.418  -1.850  -0.045
C  3.619  1.444  -1.261  -0.225
C  3.007  2.609  -0.804  -0.247
C  1.646  2.697  -0.955  0.228
C  0.909  1.666  -1.547  0.311
C  1.507  0.515  -1.994  -0.288
H  0.920  -0.279  -2.427  0.246
O  -0.408  2.013  -1.577  -0.489
C  -0.494  3.277  -0.956  0.226
O  0.804  3.710  -0.599  -0.481
H  -0.942  4.000  -1.655  0.155
H  -1.121  3.196  -0.054  0.188
H  3.571  3.404  -0.347  0.226
H  4.688  1.342  -1.152  0.209
H  4.642  -0.723  -2.415  0.203
H  3.102  -1.398  -3.018  0.239
H  -0.425  -2.322  -0.100  0.244
C  -4.532  -1.103  -1.096  -0.219
C  -5.263  -0.098  -1.981  -0.612
H  -5.897  -0.621  -2.691  0.213
H  -4.539  0.499  -2.529  0.219
H  -5.883  0.568  -1.385  0.200
H  -3.900  -1.741  -1.718  0.236
H  -5.246  -1.726  -0.550  0.189
H  -3.835  0.972  1.388  0.239
H  -5.328  0.144  0.931  0.199

***

# 3
# C24H25N5O3S

The molecule C24H25N5O3S in a non-equilibrium geometry (ωB97M-V/def2-TZVPD, OMol25).

Summary:
LUMO energy = 0.583 eV
SMILES string = COCCNC(=O)[C@H](c1cccs1)N(C(=O)Cn1nnc2ccccc21)c1cccc(C)c1
Orbital gap = 9.354 eV
DFT total energy = -1827.25284 hartree
Relative energy (zero: lowest compared OMol25 entry of this formula, charge and spin) = 0.0 kJ/mol
Strongest force on any atom = 1.296 eV/Å

Each line ends with the natural charge from an NBO analysis.
CARTESIAN COORDINATES (ANGSTROEM)
C  -1.508  -0.253  2.972  -0.267
H  -0.480  0.022  3.231  0.196
O  -1.546  -1.162  1.892  -0.562
C  -1.198  -2.482  2.220  -0.066
C  0.309  -2.680  2.458  -0.261
N  1.064  -2.262  1.301  -0.619
C  1.636  -1.045  1.245  0.690
O  1.756  -0.301  2.194  -0.635
C  2.127  -0.709  -0.183  -0.170
C  3.256  0.258  -0.203  -0.215
C  3.441  1.387  0.534  -0.215
C  4.633  2.068  0.204  -0.255
C  5.332  1.457  -0.785  -0.409
S  4.553  0.029  -1.335  0.433
H  6.262  1.751  -1.229  0.235
H  4.951  2.976  0.685  0.226
H  2.757  1.706  1.298  0.253
N  0.968  -0.197  -0.934  -0.439
C  0.121  -1.070  -1.497  0.697
O  0.265  -2.281  -1.424  -0.661
C  -1.062  -0.460  -2.262  -0.305
N  -2.158  -0.206  -1.372  -0.186
C  -2.963  -1.104  -0.741  0.100
C  -3.068  -2.488  -0.762  -0.238
C  -4.053  -3.035  0.028  -0.201
C  -4.903  -2.242  0.814  -0.231
C  -4.806  -0.872  0.838  -0.205
C  -3.819  -0.292  0.041  0.124
N  -3.464  1.006  -0.178  -0.253
N  -2.499  1.034  -1.002  -0.017
H  -5.457  -0.260  1.440  0.225
H  -5.654  -2.733  1.416  0.215
H  -4.178  -4.108  0.051  0.216
H  -2.402  -3.095  -1.355  0.235
H  -1.373  -1.186  -3.020  0.234
H  -0.787  0.487  -2.729  0.255
C  0.728  1.209  -0.888  0.133
C  1.309  2.045  -1.833  -0.226
C  1.072  3.405  -1.758  -0.201
C  0.259  3.919  -0.762  -0.235
C  -0.324  3.088  0.185  0.105
C  -0.066  1.724  0.119  -0.231
H  -0.488  1.056  0.853  0.232
C  -1.243  3.612  1.240  -0.658
H  -2.244  3.222  1.058  0.240
H  -1.280  4.698  1.228  0.213
H  -0.924  3.278  2.226  0.218
H  0.073  4.982  -0.723  0.211
H  1.521  4.066  -2.484  0.216
H  1.933  1.630  -2.611  0.223
H  2.428  -1.641  -0.678  0.248
H  0.845  -2.723  0.423  0.429
H  0.503  -3.736  2.660  0.202
H  0.649  -2.079  3.303  0.229
H  -1.754  -2.819  3.107  0.170
H  -1.510  -3.078  1.357  0.193
H  -2.006  -0.673  3.853  0.169
H  -2.052  0.632  2.643  0.195

***

# 4
# C24H25N5O3S2

The molecule C24H25N5O3S2 in a non-equilibrium geometry (ωB97M-V/def2-TZVPD, OMol25).

Summary:
LUMO energy = -0.062 eV
SMILES string = C=CCn1c(SCc2nc3sc(C(=O)O)c(C)c3c(=O)[nH]2)nnc1-c1ccc(C(C)(C)C)cc1
Orbital gap = 8.168 eV
DFT total energy = -2225.48629 hartree
Relative energy (zero: lowest compared OMol25 entry of this formula, charge and spin) = 58.1 kJ/mol
Strongest force on any atom = 1.090 eV/Å

Each line ends with the natural charge from an NBO analysis.
CARTESIAN COORDINATES (ANGSTROEM)
C  -3.363  -4.449  1.222  -0.355
C  -2.554  -3.870  0.356  -0.203
C  -1.589  -2.776  0.709  -0.259
N  -1.645  -1.708  -0.259  -0.376
C  -2.793  -1.165  -0.763  0.153
N  -2.527  -0.318  -1.719  -0.307
N  -1.201  -0.266  -1.847  -0.301
C  -0.656  -1.087  -0.977  0.382
C  0.782  -1.176  -0.807  -0.153
C  1.406  -1.518  0.391  -0.209
C  2.783  -1.510  0.485  -0.165
C  3.594  -1.145  -0.587  0.002
C  2.960  -0.778  -1.770  -0.229
C  1.585  -0.795  -1.882  -0.109
H  1.104  -0.503  -2.802  0.230
H  3.535  -0.467  -2.626  0.218
C  5.105  -1.168  -0.430  -0.082
C  5.546  -2.615  -0.167  -0.593
H  5.259  -3.253  -1.000  0.211
H  5.090  -3.010  0.737  0.205
H  6.627  -2.661  -0.053  0.207
C  5.832  -0.657  -1.677  -0.605
H  5.617  -1.280  -2.541  0.209
H  5.549  0.370  -1.893  0.216
H  6.906  -0.682  -1.505  0.212
C  5.511  -0.276  0.752  -0.611
H  6.595  -0.235  0.832  0.210
H  5.120  -0.662  1.691  0.193
H  5.139  0.735  0.595  0.236
H  3.225  -1.786  1.430  0.203
H  0.831  -1.747  1.275  0.213
S  -4.366  -1.380  -0.035  0.277
C  -4.774  0.405  0.272  -0.550
C  -3.511  1.189  0.322  0.489
N  -2.628  0.875  1.218  -0.528
C  -1.402  1.410  1.060  0.061
C  -1.031  2.271  0.031  -0.266
C  0.366  2.517  -0.012  0.115
C  1.014  1.865  1.012  -0.365
C  2.434  1.815  1.303  0.777
O  3.316  2.326  0.653  -0.607
O  2.694  1.103  2.415  -0.693
H  3.652  1.075  2.565  0.505
S  -0.066  0.955  2.043  0.468
C  1.005  3.339  -1.065  -0.657
H  2.067  3.453  -0.878  0.250
H  0.851  2.853  -2.028  0.242
H  0.518  4.312  -1.118  0.242
C  -2.053  2.751  -0.873  0.677
O  -1.960  3.581  -1.744  -0.587
N  -3.293  2.126  -0.628  -0.578
H  -4.003  2.312  -1.328  0.428
H  -5.284  0.403  1.233  0.258
H  -5.438  0.747  -0.520  0.228
H  -1.812  -2.374  1.704  0.224
H  -0.574  -3.182  0.698  0.236
H  -2.531  -4.181  -0.680  0.210
H  -4.023  -5.247  0.932  0.207
H  -3.399  -4.145  2.254  0.195